(1)
This record from OMol25 describes a cluster of 2 separate species, C11H15N in total at a distorted geometry. The level of theory is the ωB97M-V functional and the def2-TZVPD basis.

```
27
Properties=species:S:1:pos:R:3:lowdin_charge:R:1
C -3.0444 -0.8597 1.5544 -0.069
C -1.2964 -0.0774 -0.1079 -0.085
C -1.9875 0.0654 1.2043 -0.252
C -0.6437 1.1990 -0.2784 -0.182
C -1.5923 1.2554 1.7242 -0.084
C -0.3131 -0.8419 -2.0828 -0.150
C 0.2298 0.4254 -2.3802 -0.103
C -1.1802 -1.0526 -1.1086 -0.061
C 0.1343 1.4752 -1.3963 -0.026
N -0.8463 1.9823 0.8678 0.103
H -0.1634 -1.6865 -2.8262 0.126
H 0.8220 0.5167 -3.3448 0.120
H -1.7407 -1.9263 -0.9490 0.096
H 0.6547 2.4069 -1.6352 0.107
H -3.1624 -1.1228 2.6551 0.099
H -3.0075 -1.8131 1.1233 0.048
H -1.7595 1.6621 2.7994 0.159
H -0.5747 2.8006 1.0465 0.053
H -3.9687 -0.2633 1.3256 0.104
C 2.8778 -0.6149 1.0957 -0.097
C 3.0339 -0.4139 -0.4809 -0.138
H 2.2865 -1.4843 1.3475 0.067
H 3.8128 -0.7756 1.4938 0.026
H 2.4147 0.2616 1.2923 0.013
H 3.2716 -1.2697 -1.0327 0.022
H 2.0380 -0.2145 -0.9516 0.023
H 3.7046 0.3658 -0.9552 0.083
```

Properties
Energy relative to the best compared isomer or geometry (same formula, charge and spin) (eV): 2.4546
HOMO (eV): -7.7
Multiplicity: 1
Lowest unoccupied orbital energy (eV): 0.93
F_max (eV/A): 9.30
Gap between HOMO and LUMO (eV): 8.605

(2)
This record from OMol25 describes the molecule C7H10S at a distorted geometry. The level of theory is the ωB97M-V functional and the def2-TZVPD basis.

```
18
Properties=species:S:1:pos:R:3:lowdin_charge:R:1
C 0.4335 0.0664 0.9762 -0.607
C 1.2700 -0.6075 -0.1485 -0.129
C -0.0182 -0.6388 -1.0454 -0.261
C 0.0736 0.1378 -2.3835 -0.144
C -0.3411 1.5490 -1.9929 -0.099
C -0.9502 1.5746 -0.8425 -0.053
C -0.7650 0.2521 -0.0187 -0.249
H -0.1620 -2.0341 1.8950 -0.162
H 0.8249 1.0015 1.3427 0.081
H 2.0943 -0.0115 -0.5635 0.113
H 1.6596 -1.5861 0.1878 0.099
H -0.4359 -1.6289 -1.1884 0.130
H 0.9904 0.0467 -2.9728 0.107
H -0.7403 -0.2495 -3.0122 0.110
H -0.1855 2.3996 -2.6526 0.104
H -1.5526 2.3966 -0.4937 0.096
H -1.7343 -0.1620 0.3304 0.129
S 0.0641 -0.8859 2.4912 0.735
```

Properties
Energy relative to the best compared isomer or geometry (same formula, charge and spin) (eV): 1.3129
HOMO (eV): -9.0
Multiplicity: 1
Lowest unoccupied orbital energy (eV): 1.00
F_max (eV/A): 2.74
Gap between HOMO and LUMO (eV): 9.949

(3)
This record from OMol25 describes a structure of composition C35H35MgN5O6PS at a distorted geometry. The level of theory is the ωB97M-V functional and the def2-TZVPD basis.

```
84
Properties=species:S:1:pos:R:3:lowdin_charge:R:1
Mg -0.3867 -0.3694 0.7551 0.510
N -2.8223 -3.5986 1.3503 0.148
C -2.6667 -3.4884 2.7079 -0.043
C -2.0336 -2.2979 2.9163 -0.077
N -1.8074 -1.6828 1.7192 0.087
C -2.2877 -2.4906 0.7911 -0.259
C -2.1995 -2.1211 -0.5964 -0.258
N -1.6616 -0.9636 -0.9305 0.076
C -1.7461 -0.8822 -2.2929 -0.084
C -2.3331 -2.0113 -2.7840 -0.040
N -2.6157 -2.7933 -1.6933 0.141
H -3.2574 -4.3692 0.8722 0.167
H -3.0141 -4.2487 3.3845 0.126
H -1.7344 -1.8508 3.8468 0.117
H -1.4028 -0.0206 -2.8367 0.107
H -2.5669 -2.3209 -3.7872 0.124
H -3.0533 -3.6981 -1.7268 0.166
O 0.1240 1.1975 -0.2389 -0.339
P 0.0911 2.2961 -1.2606 0.855
C 1.0272 3.7445 -0.7239 -0.295
C 2.2878 4.0471 -1.2265 -0.064
C 2.9794 5.1444 -0.7336 -0.060
C 2.4132 5.9344 0.2557 -0.063
C 1.1551 5.6326 0.7617 -0.063
C 0.4597 4.5403 0.2722 -0.085
C 0.8379 1.7373 -2.8072 -0.288
C 1.4467 0.4846 -2.8320 -0.068
C 2.0570 0.0412 -3.9953 -0.060
C 2.0642 0.8433 -5.1276 -0.063
C 1.4591 2.0935 -5.1028 -0.063
C 0.8487 2.5434 -3.9441 -0.075
C -1.5817 2.9202 -1.5610 -0.267
C -2.6799 2.2248 -1.0641 -0.070
C -3.9605 2.7153 -1.2687 -0.060
C -4.1478 3.9022 -1.9609 -0.063
C -3.0542 4.6072 -2.4458 -0.060
C -1.7740 4.1220 -2.2421 -0.080
H 2.7260 3.4312 -2.0021 0.111
H 3.9592 5.3810 -1.1264 0.112
H 2.9527 6.7938 0.6318 0.112
H 0.7164 6.2490 1.5353 0.112
H -0.5245 4.2955 0.6555 0.121
H 1.4365 -0.1279 -1.9371 0.103
H 2.5345 -0.9296 -4.0207 0.111
H 2.5464 0.4981 -6.0326 0.111
H 1.4664 2.7198 -5.9851 0.111
H 0.3848 3.5212 -3.9254 0.100
H -2.5237 1.3115 -0.5106 0.085
H -4.8144 2.1742 -0.8827 0.111
H -5.1480 4.2862 -2.1121 0.112
H -3.1999 5.5405 -2.9733 0.112
H -0.9196 4.6907 -2.5881 0.105
C 2.7879 2.4396 2.0265 -0.121
C 2.1114 1.8932 3.2816 -0.346
S 1.4793 0.2152 2.9401 1.019
O 0.0853 0.4879 2.3899 -0.531
C 1.1779 -0.2641 4.6662 -0.365
C 2.4608 -0.7792 5.3057 -0.120
H 3.4911 3.2349 2.2706 0.083
H 2.0503 2.8342 1.3313 0.038
H 3.3357 1.6471 1.5123 0.081
H 1.2626 2.5034 3.5902 0.100
H 2.8210 1.7965 4.1047 0.085
H 0.4403 -1.0600 4.5962 0.070
H 0.7471 0.5938 5.1815 0.099
H 2.9210 -1.5233 4.6540 0.079
H 2.2430 -1.2520 6.2619 0.082
H 3.1787 0.0229 5.4760 0.068
O 0.9732 -2.3854 2.4310 -0.016
C 0.8452 -2.5923 1.2214 -0.591
O 0.8331 -1.7102 0.2920 -0.079
C 0.5628 -4.0186 0.7971 -0.114
C 0.3547 -4.3308 -0.5427 -0.009
C -0.0828 -5.5933 -0.8999 0.004
C -0.2842 -6.5382 0.0956 -0.148
C -0.0118 -6.2698 1.4283 0.017
C 0.4059 -4.9967 1.7742 0.003
N -0.8535 -7.8425 -0.2656 -0.354
O -1.3917 -7.9285 -1.3564 0.073
O -0.7183 -8.7578 0.5189 0.096
H 0.5192 -3.5691 -1.2940 0.122
H -0.2594 -5.8710 -1.9296 0.120
H -0.1451 -7.0527 2.1611 0.123
H 0.6026 -4.7326 2.8034 0.124
```

Properties
Energy relative to the best compared isomer or geometry (same formula, charge and spin) (eV): 0.6485
HOMO (eV): -11.3
Multiplicity: 1
Lowest unoccupied orbital energy (eV): -2.55
F_max (eV/A): 1.34
Gap between HOMO and LUMO (eV): 8.726
Net charge: +1

(4)
This record from OMol25 describes a structure of composition C13H17N3O3PReSbSe4 at a distorted geometry. The level of theory is the ωB97M-V functional and the def2-TZVPD basis.

```
43
Properties=species:S:1:pos:R:3:lowdin_charge:R:1
Re -0.4247 -0.8187 -0.7422 0.408
Se -5.6423 -2.0714 -2.3418 0.298
Sb -3.7347 -2.6278 -3.3930 0.341
Se -1.4011 0.2322 -2.4518 0.248
Se -1.2136 -2.8604 -0.3747 0.282
Se -2.1591 -3.4362 -4.7836 0.262
C -3.5040 0.7452 3.3200 -0.140
N -3.7005 1.5322 2.0935 -0.130
C -2.9749 2.8041 2.2098 -0.137
N -1.5523 2.6019 2.4876 -0.135
C -1.3900 1.8043 3.7075 -0.136
N -2.0894 0.5197 3.6160 -0.132
C -1.4549 -0.3950 2.6844 -0.274
P -1.5588 0.4012 1.0292 0.874
C -3.3525 0.7968 0.8977 -0.281
C -0.8203 2.0763 1.3623 -0.258
H -4.0208 -0.2106 3.2276 0.141
H -3.9458 1.2962 4.1488 0.149
H -3.4107 3.3663 3.0343 0.149
H -3.0980 3.3830 1.2941 0.143
H -1.8104 2.3643 4.5415 0.149
H -0.3310 1.6355 3.9020 0.143
H -1.9736 -1.3571 2.6703 0.103
H -0.4140 -0.5724 2.9612 0.115
H -3.9361 -0.1239 0.8276 0.106
H -3.5348 1.3926 -0.0008 0.102
H -0.9266 2.7099 0.4801 0.111
H 0.2390 1.9601 1.5984 0.109
O 2.0191 -1.7018 -2.6359 0.020
C 3.3702 -1.4786 -2.7142 -0.201
C 4.0708 -2.1437 -3.7077 0.024
C 5.4343 -1.9694 -3.8806 0.029
C 6.1600 -1.1050 -3.0672 -0.007
C 5.5070 -0.4238 -2.0799 0.036
C 4.1024 -0.5958 -1.8736 -0.077
C 3.7397 0.2095 -0.7930 0.014
O 3.9434 0.9794 0.0086 0.363
O 1.1975 -0.4900 -0.2812 -0.497
H 1.8456 -2.3834 -3.2995 0.119
H 3.5363 -2.8142 -4.3705 0.138
H 5.9367 -2.5151 -4.6686 0.142
H 7.2226 -0.9703 -3.2084 0.140
H 6.0500 0.2540 -1.4344 0.146
```

Properties
Energy relative to the best compared isomer or geometry (same formula, charge and spin) (eV): 0.0000
HOMO (eV): -16.5
Multiplicity: 1
Lowest unoccupied orbital energy (eV): -11.20
F_max (eV/A): 1.38
Gap between HOMO and LUMO (eV): 5.288
Net charge: +3

(5)
This record from OMol25 describes the ion C6H10NO with charge +1 at a distorted geometry. The level of theory is the ωB97M-V functional and the def2-TZVPD basis.

```
18
Properties=species:S:1:pos:R:3:lowdin_charge:R:1
C -1.4258 -0.7673 -0.0562 -0.173
C -0.7030 0.0379 0.7181 -0.071
C -3.4011 0.1584 0.0229 -0.012
C -2.9110 -1.0679 0.4012 -0.062
C 1.0789 -0.4403 -0.8436 -0.003
C 1.3354 1.5205 0.6432 -0.062
N 0.7088 0.2551 0.4331 -0.290
O -3.6669 1.1553 -0.4792 0.344
H -1.3505 -1.1796 -1.0542 0.106
H -3.2531 -1.8424 -0.1228 0.103
H -2.9427 -1.2634 1.4976 0.177
H 2.1053 -0.0731 -1.0578 0.112
H 0.8978 -1.4930 -0.7839 0.094
H 0.3034 0.0599 -1.5307 0.131
H 1.0470 2.0514 1.6223 0.131
H 2.4469 1.2986 0.8149 0.128
H 1.1337 2.2585 -0.2073 0.133
H 1.0429 -0.3230 1.2911 0.215
```

Properties
Energy relative to the best compared isomer or geometry (same formula, charge and spin) (eV): 4.7549
HOMO (eV): -12.2
Multiplicity: 1
Lowest unoccupied orbital energy (eV): -4.29
F_max (eV/A): 4.89
Gap between HOMO and LUMO (eV): 7.883
Net charge: +1

(6)
This record from OMol25 describes a cluster of 2 separate species, C4H11N3O2 in total at a distorted geometry. The level of theory is the ωB97M-V functional and the def2-TZVPD basis.

```
20
Properties=species:S:1:pos:R:3:lowdin_charge:R:1
C 3.3183 -0.9256 1.9028 -0.028
C 2.0545 -0.1254 1.8535 -0.622
O 1.3098 -0.4427 0.8127 0.109
O 1.7862 0.7631 2.6347 0.057
H 3.1035 -1.9988 1.8852 0.079
H 3.8434 -0.6757 2.8166 0.077
H 3.8379 -0.8643 0.9519 0.078
C -0.0950 -0.0140 -1.9057 -0.333
C -2.0589 0.4739 -0.6469 -0.745
N -0.8122 0.2177 -0.6918 -0.022
N -2.9687 0.5089 -1.6775 0.043
N -2.6293 0.8373 0.5724 0.075
H 0.5510 -0.0045 0.5751 0.003
H -0.7008 0.1143 -2.8172 0.005
H 0.1539 -1.0786 -2.0409 0.051
H -2.6140 0.2025 -2.5824 -0.012
H -3.4710 1.3822 -1.8422 0.010
H -1.9731 0.7586 1.3323 0.066
H -3.4412 0.2882 0.8243 0.060
H 0.8059 0.5828 -1.9567 0.049
```

Properties
Energy relative to the best compared isomer or geometry (same formula, charge and spin) (eV): 1.1471
HOMO (alpha / beta) (eV): 1.1 / -5.5
Multiplicity: 2
Lowest unoccupied orbital energy (alpha / beta) (eV): 3.38 / 3.28
F_max (eV/A): 5.51
Gap between HOMO and LUMO (alpha / beta) (eV): 2.315 / 8.771
<S²>: 0.750
Net charge: -1